[1]
One molecule with the formula C8H15O3P, computed with wB97M-V/def2-TZVPD.

Results
- Kohn-Sham gap (alpha / beta): 7.3 / 9.4 eV
- Relative energy (zero: lowest compared OMol25 entry of this formula, charge and spin): 1.048 eV
- Charge: 0
- Highest occupied orbital energy (alpha / beta): -8.368 / -9.381 eV

CARTESIAN COORDINATES (ANGSTROEM)
1 C -2.82 1.33 0.18
2 C -2.94 1.25 -1.10
3 C -1.76 1.54 1.24
4 C -0.52 0.71 1.28
5 C 4.08 0.34 -0.23
6 C -1.85 -2.47 0.06
7 C 2.72 0.91 0.14
8 C -0.44 -2.14 -0.39
9 O 0.12 1.58 -1.24
10 O 1.72 -0.08 -0.04
11 O -0.40 -0.88 -1.04
12 P 0.20 0.43 -0.33
13 H -2.10 1.40 -1.77
14 H -3.88 1.05 -1.59
15 H -1.45 2.56 0.96
16 H -2.22 1.60 2.23
17 H -0.43 -0.06 2.04
18 H 4.85 1.07 -0.03
19 H 4.27 -0.56 0.36
20 H 4.10 0.07 -1.28
21 H -2.51 -2.55 -0.80
22 H -1.86 -3.42 0.60
23 H -2.23 -1.69 0.71
24 H 2.48 1.78 -0.50
25 H 2.71 1.24 1.18
26 H -0.08 -2.87 -1.11
27 H 0.25 -2.14 0.47

Table of natural (NBO) atomic charges, one value per atom, all in e: 0.169 -0.546 -0.602 -0.488 -0.620 -0.628 -0.069 -0.062 -1.099 -0.820 -0.801 2.339 0.257 0.226 0.284 0.238 0.209 0.213 0.209 0.215 0.217 0.213 0.209 0.200 0.167 0.191 0.177

---

[2]
A 3-piece molecular cluster, C3H10NO overall, computed with wB97M-V/def2-TZVPD.

Results
- Kohn-Sham gap: 5.7 eV
- Relative energy (zero: lowest compared OMol25 entry of this formula, charge and spin): 11.634 eV
- Charge: +1
- Highest occupied orbital energy: -15.450 eV

CARTESIAN COORDINATES (ANGSTROEM)
1 O -1.07 1.83 2.84
2 C -0.47 1.75 1.57
3 C -0.61 0.32 0.96
4 N -0.42 0.01 -0.41
5 C 1.18 -1.86 -2.39
6 H 0.24 0.73 2.91
7 H -1.10 2.35 0.90
8 H 0.48 2.32 1.52
9 H -1.67 -0.02 1.15
10 H 0.12 -0.43 1.30
11 H -1.25 0.17 -0.97
12 H 2.10 -1.32 -2.72
13 H 1.46 -2.50 -1.53
14 H 0.56 -2.21 -3.26
15 H 0.46 -1.13 -1.88

Table of natural (NBO) atomic charges, one value per atom, all in e: -0.432 -0.111 -0.397 0.049 -0.854 0.462 0.208 0.252 0.308 0.286 0.357 0.233 0.223 0.240 0.177

---

[3]
One molecule with the formula C7H12O2, computed with wB97M-V/def2-TZVPD.

Results
- Kohn-Sham gap: 8.8 eV
- Relative energy (zero: lowest compared OMol25 entry of this formula, charge and spin): 7.006 eV
- Charge: 0
- SMILES: C[C@@H]1[C@]2(C)COC[C@]12O
- Highest occupied orbital energy: -8.136 eV

CARTESIAN COORDINATES (ANGSTROEM)
1 C 2.32 -0.30 0.15
2 C 0.94 -0.74 -0.38
3 C -0.12 0.35 -0.62
4 C 0.20 1.74 0.06
5 C -1.49 0.47 -1.07
6 C -1.48 -0.43 1.07
7 C -0.37 -1.00 0.32
8 H 2.62 0.78 0.79
9 H 2.74 -1.19 1.03
10 H 3.15 -0.22 -0.69
11 H 1.08 -1.62 -1.16
12 H -0.61 2.35 0.35
13 H 0.71 1.46 1.03
14 H 0.96 2.42 -0.57
15 H -1.93 -0.33 -1.64
16 H -1.75 1.52 -1.39
17 H -1.29 0.31 1.86
18 H -2.27 -1.25 1.39
19 H -0.23 -2.81 -0.40
20 O -2.12 0.52 0.20
21 O -1.06 -2.05 -0.36

Table of natural (NBO) atomic charges, one value per atom, all in e: -0.645 -0.218 -0.071 -0.618 -0.110 -0.128 0.131 0.246 0.221 0.236 0.249 0.228 0.207 0.218 0.208 0.209 0.209 0.224 0.468 -0.564 -0.701

---

[4]
C36H44AuF6N4Sb as an isolated structure, computed with wB97M-V/def2-TZVPD.

Results
- Kohn-Sham gap (alpha / beta): 6.3 / 5.2 eV
- Spin multiplicity: 2
- Charge: +1
- Highest occupied orbital energy (alpha / beta): -10.853 / -11.374 eV

CARTESIAN COORDINATES (ANGSTROEM)
1 Au -0.29 -0.50 0.57
2 C 5.21 -2.71 2.63
3 C 5.07 -2.01 1.27
4 C 3.68 -2.06 0.75
5 C 3.15 -2.92 -0.15
6 C 3.85 -3.94 -0.98
7 C 4.25 -3.37 -2.34
8 C 1.74 -2.57 -0.29
9 C 0.87 -3.22 -1.12
10 C -0.45 -2.86 -1.32
11 C -1.34 -3.51 -2.28
12 C -0.96 -4.69 -3.11
13 C -0.95 -5.99 -2.30
14 C -2.48 -2.80 -2.28
15 C -2.31 -1.72 -1.33
16 C -3.23 -0.71 -1.13
17 C -3.07 0.35 -0.27
18 N -1.99 0.56 0.54
19 C -2.24 1.71 1.23
20 C -1.40 2.30 2.15
21 C -0.13 1.86 2.45
22 N 0.50 0.79 1.89
23 C 1.76 0.74 2.43
24 C 2.74 -0.15 2.08
25 C 2.59 -1.18 1.18
26 N 1.44 -1.51 0.53
27 C 1.92 1.83 3.39
28 C 0.76 2.51 3.41
29 C 0.38 3.69 4.24
30 C -0.48 3.29 5.45
31 C 3.16 2.04 4.20
32 C 3.26 1.05 5.37
33 C -3.55 2.24 0.85
34 C -4.05 1.41 -0.09
35 C -5.35 1.50 -0.81
36 C -6.45 0.66 -0.14
37 C -4.17 3.46 1.45
38 C -4.75 3.19 2.85
39 N -1.09 -1.81 -0.73
40 C -3.67 -2.97 -3.18
41 C -3.52 -2.13 -4.46
42 H 6.24 -2.63 2.99
43 H 4.96 -3.76 2.55
44 H 4.55 -2.26 3.38
45 H 5.74 -2.47 0.55
46 H 5.40 -0.97 1.35
47 H 3.21 -4.82 -1.12
48 H 4.74 -4.29 -0.44
49 H 3.39 -2.97 -2.88
50 H 4.72 -4.14 -2.96
51 H 4.97 -2.55 -2.22
52 H 1.26 -4.03 -1.71
53 H 0.02 -4.51 -3.56
54 H -1.66 -4.78 -3.93
55 H -0.25 -5.94 -1.46
56 H -0.65 -6.83 -2.93
57 H -1.94 -6.21 -1.90
58 H -4.14 -0.74 -1.71
59 H -1.75 3.20 2.64
60 H 3.71 -0.04 2.55
61 H -0.16 4.42 3.63
62 H 1.28 4.19 4.59
63 H -1.39 2.78 5.13
64 H -0.77 4.17 6.02
65 H 0.07 2.62 6.10
66 H 3.16 3.06 4.58
67 H 4.04 1.95 3.56
68 H 2.41 1.16 6.04
69 H 4.17 1.23 5.94
70 H 3.28 0.02 5.02
71 H -5.21 1.18 -1.85
72 H -5.66 2.54 -0.86
73 H -6.16 -0.39 -0.07
74 H -7.37 0.72 -0.71
75 H -6.65 1.02 0.87
76 H -4.95 3.82 0.79
77 H -3.43 4.26 1.51
78 H -5.53 2.43 2.80
79 H -5.19 4.10 3.26
80 H -3.99 2.84 3.54
81 H -4.58 -2.68 -2.65
82 H -3.78 -4.02 -3.43
83 H -3.39 -1.07 -4.22
84 H -4.39 -2.25 -5.10
85 H -2.63 -2.44 -5.01
86 F 0.57 0.51 -1.69
87 Sb 0.48 0.42 -3.62
88 F 0.66 -1.48 -3.50
89 F -1.38 0.16 -3.37
90 F 0.33 0.30 -5.48
91 F 0.28 2.28 -3.64
92 F 2.36 0.52 -3.62

Table of Mulliken atomic charges, one value per atom, all in e: 1.874 -1.076 -1.282 0.822 0.562 -1.299 -1.086 0.223 -0.508 -0.178 1.165 -1.305 -1.236 1.039 -0.120 -0.504 0.181 -0.782 0.517 -0.972 0.230 -0.772 0.431 -0.875 0.269 -0.733 0.637 0.707 -1.251 -1.024 -1.171 -1.018 0.853 0.909 -1.368 -1.071 -1.257 -0.961 -0.785 -1.407 -1.056 0.389 0.330 0.241 0.455 0.468 0.449 0.460 0.265 0.393 0.329 0.511 0.385 0.487 0.291 0.421 0.343 0.395 0.481 0.508 0.435 0.385 0.256 0.394 0.278 0.363 0.438 0.271 0.403 0.251 0.464 0.430 0.299 0.394 0.267 0.343 0.441 0.259 0.407 0.203 0.480 0.507 0.234 0.420 0.308 -0.513 2.261 -0.515 -0.480 -0.524 -0.534 -0.544

---

[5]
An isolated ion of composition CH4N3S2 and charge +1, computed with wB97M-V/def2-TZVPD.

Results
- Kohn-Sham gap (alpha / beta): 8.0 / 6.8 eV
- Relative energy (zero: lowest compared OMol25 entry of this formula, charge and spin): 2.285 eV
- Charge: +1
- Highest occupied orbital energy (alpha / beta): -13.852 / -13.388 eV

CARTESIAN COORDINATES (ANGSTROEM)
1 C 0.24 -0.04 0.01
2 N 1.35 2.40 -0.24
3 N 1.39 -0.76 -0.04
4 N -0.89 -0.73 0.11
5 S 0.00 1.79 0.19
6 S 2.99 -0.44 0.05
7 H 1.47 3.41 -0.45
8 H 1.37 -1.77 -0.32
9 H -0.91 -1.51 -0.54
10 H -1.70 -0.35 0.49

Table of natural (NBO) atomic charges, one value per atom, all in e: 0.338 -0.802 -0.726 -0.741 0.789 0.404 0.428 0.446 0.429 0.435

---

[6]
A 2-piece molecular cluster, C4H12 overall, computed with wB97M-V/def2-TZVPD.

Results
- Kohn-Sham gap: 12.7 eV
- Relative energy (zero: lowest compared OMol25 entry of this formula, charge and spin): 0.242 eV
- Charge: 0
- SMILES: CC.CC
- Highest occupied orbital energy: -11.495 eV

CARTESIAN COORDINATES (ANGSTROEM)
1 C 0.36 -2.16 0.03
2 C 0.88 -1.89 -1.39
3 H 0.87 -1.51 0.75
4 H -0.73 -2.08 0.09
5 H 0.69 -3.15 0.36
6 H 0.32 -2.47 -2.12
7 H 1.90 -2.27 -1.39
8 H 0.92 -0.83 -1.65
9 C -0.13 1.90 0.14
10 C -1.16 2.16 1.24
11 H 0.33 0.92 0.24
12 H -0.65 1.82 -0.84
13 H 0.57 2.71 -0.01
14 H -1.61 1.25 1.64
15 H -1.92 2.87 0.89
16 H -0.64 2.71 2.03

Table of natural (NBO) atomic charges, one value per atom, all in e: -0.607 -0.605 0.200 0.203 0.202 0.203 0.200 0.204 -0.612 -0.610 0.206 0.197 0.206 0.208 0.203 0.201

---

[7]
A 2-piece molecular cluster, C4H11NOP overall, computed with wB97M-V/def2-TZVPD.

Results
- Kohn-Sham gap (alpha / beta): 8.0 / 8.3 eV
- Relative energy (zero: lowest compared OMol25 entry of this formula, charge and spin): 4.685 eV
- Charge: +1
- Highest occupied orbital energy (alpha / beta): -12.435 / -12.170 eV

CARTESIAN COORDINATES (ANGSTROEM)
1 C 1.82 -0.94 -0.20
2 C 1.93 0.52 0.18
3 C 0.44 -1.02 0.45
4 C -0.55 1.11 -0.18
5 N 0.43 0.46 0.64
6 O -1.20 2.08 0.44
7 P -3.40 -0.72 -0.33
8 H 1.89 -1.28 -1.22
9 H 2.70 -1.46 0.21
10 H 2.47 0.59 1.17
11 H 1.99 1.38 -0.63
12 H -0.52 -1.42 -0.12
13 H 0.41 -1.51 1.39
14 H -0.24 1.20 -1.17
15 H 0.26 0.73 1.69
16 H -1.76 2.60 -0.22
17 H -3.32 -2.11 -0.42
18 H -3.36 -0.20 -1.68

Table of natural (NBO) atomic charges, one value per atom, all in e: -0.472 -0.183 -0.214 0.277 -0.433 -0.641 0.066 0.254 0.252 0.245 0.254 0.258 0.236 0.169 0.466 0.528 -0.031 -0.029